Entry 1:
16
Properties=species:S:1:pos:R:3:mulliken_charge:R:1 method="wB97M-V/def2-TZVPD" smiles="C1=C2C[C@H]2CC1.[H][H]" de_lowest_ev=4.034 homo_lumo_gap_ev=9.17 multiplicity=1 homo_ev=-8.21 total_charge=0
H 1.534 1.878 1.096 0.27
C 0.668 1.296 0.787 -0.71
C -0.295 -0.166 -1.135 -0.49
C -1.132 -1.147 -0.338 -0.51
H -1.140 -1.041 1.884 0.29
H -0.282 1.810 0.932 0.20
C -0.443 -1.216 1.059 -0.72
H -2.107 -0.639 -0.247 0.25
H 0.866 2.058 -2.429 0.08
H 1.236 1.690 -1.889 -0.12
H 1.695 -0.560 1.324 0.35
C 0.662 0.355 -0.359 0.33
C 0.714 -0.221 0.987 -0.13
H -0.009 -2.210 1.207 0.27
H -1.345 -2.123 -0.789 0.35
H -0.623 0.234 -2.093 0.30

---

Entry 2:
16
Properties=species:S:1:pos:R:3:mulliken_charge:R:1 method="wB97M-V/def2-TZVPD" smiles=C[C@@]12CC[C@@H]1C2 de_lowest_ev=1.358 homo_lumo_gap_ev=10.42 multiplicity=1 homo_ev=-9.25 total_charge=0
C -0.798 -0.952 0.789 -0.85
H -0.624 -2.009 0.587 0.20
C 0.818 -0.228 -0.996 -0.74
H 0.392 0.549 2.013 0.35
H -1.980 1.531 0.257 0.35
H 1.280 0.601 -1.538 0.28
C -0.388 0.151 -0.152 1.04
C 0.373 -0.095 1.137 -0.33
H -1.720 -0.750 1.333 0.28
H -0.701 2.139 -0.828 0.33
H -1.878 0.953 -1.428 0.31
C 1.584 -0.550 0.308 -0.59
C -1.296 1.261 -0.552 -1.44
H 2.471 0.057 0.511 0.29
H 0.639 -1.048 -1.705 0.27
H 1.826 -1.609 0.264 0.25